ORCA calculation (ωB97M-V/def2-TZVPD) on C5H16Nb as an isolated structure in a non-equilibrium geometry.

2S+1: 1
E_tot (a.u.): -256.85432
HOMO level (eV): -4.059
Charge: -1

Element x y z (Å)
C (1.543, -1.624, -0.029)
C (2.389, -0.370, -0.228)
C (1.741, 0.884, 0.347)
C (0.404, 1.266, -0.313)
C (-0.851, 1.053, 0.549)
Nb (-2.627, -0.167, 0.015)
H (0.761, -1.718, -0.784)
H (2.152, -2.528, -0.075)
H (1.048, -1.609, 0.945)
H (3.368, -0.511, 0.243)
H (2.588, -0.211, -1.293)
H (2.449, 1.711, 0.231)
H (1.610, 0.758, 1.428)
H (0.324, 0.736, -1.266)
H (0.462, 2.328, -0.573)
H (-1.416, 2.005, 0.629)
H (-0.528, 0.786, 1.564)
H (-3.429, -0.575, 1.685)
H (-1.682, -1.726, -0.256)
H (-2.505, 0.169, -1.814)
H (-4.144, 0.865, -0.318)
H (-3.655, -1.522, -0.687)